No. 1
C17H16N2O | the ωB97M-V functional and the def2-TZVPD basis

Each line ends with the natural charge from an NBO analysis.
CARTESIAN COORDINATES (ANGSTROEM)
C -3.08 6.27 0.44  -0.62
C -2.31 4.99 0.29  -0.06
C -0.93 5.01 0.13  -0.19
C -0.21 3.85 -0.01  -0.24
C -0.85 2.60 0.00  0.15
N -0.09 1.47 -0.22  -0.59
C -0.57 0.15 0.11  -0.23
C 0.41 -0.91 -0.33  -0.07
C 1.25 -0.68 -1.39  -0.18
C 2.18 -1.62 -1.84  -0.28
C 2.29 -2.84 -1.21  0.32
O 3.18 -3.77 -1.59  -0.66
C 1.42 -3.13 -0.12  0.08
N 1.55 -4.35 0.43  -0.44
C 0.77 -4.68 1.42  0.06
C -0.22 -3.83 1.93  -0.26
C -0.37 -2.58 1.38  -0.16
C 0.46 -2.17 0.32  0.00
C -2.23 2.58 0.16  -0.23
C -2.94 3.76 0.30  -0.20
H -3.08 6.82 -0.50  0.21
H -4.11 6.07 0.72  0.21
H -2.63 6.91 1.20  0.21
H -0.41 5.96 0.13  0.21
H 0.86 3.89 -0.13  0.20
H 0.89 1.59 -0.03  0.38
H -1.52 -0.02 -0.42  0.21
H -0.77 0.05 1.19  0.18
H 1.18 0.26 -1.91  0.23
H 2.83 -1.40 -2.67  0.23
H 3.04 -4.53 -1.00  0.51
H 0.92 -5.67 1.83  0.19
H -0.85 -4.16 2.74  0.22
H -1.14 -1.92 1.76  0.22
H -2.77 1.64 0.18  0.20
H -4.02 3.71 0.43  0.21

Values from the calculation:
HOMO-LUMO gap: 7.79 eV
charge: 0
energy relative to the best compared isomer or geometry (same formula, charge and spin): 9.4 kJ/mol
SMILES: Cc1ccc(NCc2ccc(O)c3ncccc23)cc1

No. 2
C17H16N2S6Tl | the ωB97M-V functional and the def2-TZVPD basis

Each line ends with the natural charge from an NBO analysis.
CARTESIAN COORDINATES (ANGSTROEM)
Tl -0.87 0.15 -0.06  0.69
C -0.93 3.87 1.57  -0.65
C -0.12 2.61 1.63  -0.03
C 1.03 2.47 0.85  -0.23
C 1.84 1.34 0.97  -0.21
C 1.51 0.34 1.88  -0.23
C 0.34 0.45 2.63  -0.25
C -0.46 1.58 2.51  -0.20
H -1.88 3.76 2.07  0.22
H -1.11 4.16 0.54  0.23
H -0.39 4.68 2.05  0.24
H 1.31 3.27 0.19  0.23
H 2.74 1.27 0.38  0.24
H 2.17 -0.49 2.02  0.24
H 0.10 -0.32 3.35  0.24
H -1.33 1.69 3.16  0.22
S -8.95 -0.15 0.23  0.20
C -7.33 -0.08 0.35  -0.60
S -6.31 -1.50 0.43  0.54
C -4.77 -0.70 0.51  -0.39
C -4.82 0.74 0.51  -0.39
S -3.50 1.73 0.63  0.11
S -6.42 1.43 0.40  0.54
S -3.38 -1.60 0.58  0.12
N -0.87 -3.22 -2.08  -0.78
C 0.20 -2.75 -1.41  0.32
S 0.12 -2.76 0.28  -0.29
N 1.19 -2.24 -2.15  -0.59
C 2.42 -1.65 -1.79  0.21
C 3.08 -0.92 -2.78  -0.26
C 4.30 -0.32 -2.50  -0.19
C 4.87 -0.44 -1.24  -0.22
C 4.22 -1.18 -0.27  -0.19
C 3.00 -1.78 -0.53  -0.27
H -1.61 -3.66 -1.55  0.43
H -0.89 -3.31 -3.08  0.40
H 1.03 -2.25 -3.15  0.40
H 2.65 -0.81 -3.76  0.21
H 4.81 0.23 -3.28  0.23
H 5.81 0.03 -1.03  0.23
H 4.66 -1.29 0.71  0.22
H 2.51 -2.37 0.23  0.25

Values from the calculation:
HOMO-LUMO gap: 5.52 eV
charge: +1
energy relative to the best compared isomer or geometry (same formula, charge and spin): 27.7 kJ/mol

No. 3
C17H17AlClF5N2O14S3 | the ωB97M-V functional and the def2-TZVPD basis

Each line ends with the natural charge from an NBO analysis.
CARTESIAN COORDINATES (ANGSTROEM)
C 0.12 -2.24 2.26  -0.86
S -1.62 -1.84 2.34  2.14
O -2.33 -3.06 2.06  -0.91
O -2.03 -1.37 3.64  -0.88
C -2.15 -0.67 1.07  -0.32
C -3.48 -0.80 0.73  0.14
N -4.07 -0.01 -0.18  -0.51
S -5.79 -0.25 -0.50  2.17
O -6.28 -1.42 0.13  -0.82
O -6.03 -0.26 -1.89  -0.82
C -6.70 1.20 0.29  0.42
F -6.50 2.32 -0.42  -0.28
F -7.99 0.93 0.27  -0.24
C -6.28 1.45 1.77  0.91
F -7.15 2.28 2.32  -0.27
F -6.29 0.34 2.50  -0.28
F -5.06 2.02 1.79  -0.31
C -3.35 0.93 -0.83  0.09
C -2.03 1.13 -0.56  -0.16
C -1.39 0.33 0.42  0.03
C 0.08 0.59 0.77  0.76
O 0.30 1.40 1.64  -0.51
O 1.07 -0.09 0.14  -0.48
C 2.35 0.35 0.50  0.24
C 3.11 -0.18 1.55  -0.36
C 4.39 0.27 1.85  -0.25
C 4.97 1.32 1.13  -0.17
C 4.22 1.84 0.08  -0.16
C 2.95 1.36 -0.23  -0.16
H 0.70 -1.48 2.79  0.20
H 0.25 -3.25 2.67  0.31
H 0.40 -2.27 1.19  0.27
H -4.10 -1.57 1.22  0.32
H -3.82 1.55 -1.60  0.28
H -1.45 1.90 -1.08  0.27
H 2.73 -1.01 2.17  0.17
H 4.98 -0.15 2.67  0.23
H 5.97 1.67 1.40  0.25
H 4.66 2.66 -0.50  0.25
H 2.42 1.80 -1.10  0.30
C 0.65 4.34 -4.01  -0.82
S 0.07 2.97 -3.01  1.23
O 1.15 2.65 -2.02  -1.03
C 0.14 1.72 -4.30  -0.82
H 0.72 5.22 -3.38  0.26
H 1.63 4.10 -4.42  0.25
H -0.06 4.52 -4.81  0.25
H 1.15 1.65 -4.69  0.25
H -0.56 1.99 -5.10  0.25
H -0.16 0.77 -3.87  0.23
N 4.63 -2.05 -0.84  0.70
O 4.90 -2.75 0.17  -0.16
O 3.90 -2.50 -1.70  -0.25
O 5.11 -0.93 -0.91  -0.26
O 5.64 -5.60 2.01  -0.72
Cl 4.87 -5.88 0.84  2.49
O 4.22 -7.14 0.94  -0.62
O 5.68 -5.81 -0.33  -0.66
O 3.81 -4.86 0.71  -0.52
Al 2.75 -0.16 4.25  0.97

Values from the calculation:
HOMO-LUMO gap: 3.36 eV
charge: +2